[1]
The following is a DFT calculation (ωB97M-V with the def2-TZVPD basis set) of a gas-phase ion, C6H4N3O (charge +1).

Each line ends with the Mulliken charge.
Atoms and positions in Å:
N -0.56453 -1.77789 -3.55747  -0.243
C -0.63711 0.00878 0.63632  -0.230
H 2.36806 0.07034 -1.11948  0.373
C -0.80971 -0.80447 -1.62502  0.481
C 0.64968 0.36339 0.35975  -0.649
O 1.88516 -1.25822 -3.58048  -0.271
C 1.25024 -0.08212 -0.82432  0.221
C 0.81992 -1.20908 -3.12802  0.411
H -1.01797 0.23764 1.55753  0.498
N 0.52941 -0.70505 -1.74002  0.054
H 1.10401 0.83961 1.23172  0.360
H -2.48238 -0.77093 -0.48045  0.406
C -1.41565 -0.48347 -0.42380  -0.299
N -1.39207 -1.47865 -2.72475  -0.112

Calculated values
Gap between HOMO and LUMO ... 8.3 eV
Total energy ... -12794.9552 eV
Energy relative to the best compared isomer or geometry (same formula, charge and spin) ... 0.0 kJ/mol
E_LUMO ... -6.86 eV
Net charge ... +1
Structure (SMILES) ... O=C1N=Nc2cccc[n+]21

[2]
The following is a DFT calculation (ωB97M-V with the def2-TZVPD basis set) of a gas-phase ion, C9H11INOS (charge +1).

Each line ends with the Mulliken charge.
Atoms and positions in Å:
C 0.08668 -0.62496 0.61260  0.587
H -1.20701 1.25580 1.90890  0.345
C -1.30164 -0.49762 0.54168  0.756
H 0.47756 1.10907 -1.24255  0.235
C 0.64672 -1.86465 0.26380  -0.409
H 1.46391 3.31995 -1.93451  0.350
H 1.93004 1.93376 1.10652  0.551
H 2.88715 2.18425 -1.52843  0.376
C -1.78003 0.66140 1.25857  -0.018
H 0.10306 -3.85070 -0.66387  0.373
C -1.54832 -2.67529 -0.52007  -0.788
N 1.15714 1.64693 -0.72616  -0.056
H -3.23541 -1.70594 0.18036  0.280
O 0.85255 0.33322 1.18075  -0.377
C -2.13373 -1.58871 0.09301  -0.275
H -2.28519 -3.30400 -0.89265  0.455
C 1.60457 1.09270 0.39516  -0.567
I 3.83523 -0.08759 0.18234  -0.122
C -0.17554 -2.85100 -0.32133  -0.513
C 2.03708 2.69656 -1.26802  -0.900
H 1.69713 -2.23687 0.35659  0.221
S -3.36393 1.15981 1.32241  -0.030
H 2.14759 3.48341 -0.54106  0.316
H -3.89562 0.41048 0.23596  0.211

Calculated values
Gap between HOMO and LUMO ... 5.1 eV
Total energy ... -31974.8326 eV
Energy relative to the best compared isomer or geometry (same formula, charge and spin) ... 181.0 kJ/mol
E_LUMO ... -6.31 eV
Net charge ... +1

[3]
The following is a DFT calculation (ωB97M-V with the def2-TZVPD basis set) of 2 unconnected molecules or ions with the total composition C4H9ClO2.

Each line ends with the Mulliken charge.
Atoms and positions in Å:
H -1.71586 0.13733 0.32146  0.227
C 0.99860 -0.72258 -1.37381  0.416
H 2.41751 1.59745 -1.65381  0.265
C 1.44285 1.48177 -2.13084  -0.565
H -1.08040 1.45040 1.47780  0.341
O 0.69861 0.38190 -1.95055  -0.170
H -0.07098 -2.19720 -2.28319  0.294
O -0.02782 -1.72718 -1.46401  -0.439
H -1.09025 -1.43278 2.35741  0.328
Cl 2.58761 -1.28033 -1.20029  -0.168
H -2.26071 -0.10535 2.83992  0.260
H -0.05963 0.13459 0.61343  -0.042
C -0.96490 0.46435 1.08675  -0.369
H 0.94098 2.33742 -2.36057  0.335
H -0.58653 -0.17288 3.33036  0.283
C -1.22907 -0.34690 2.38996  -0.995

Calculated values
Gap between HOMO and LUMO (alpha / beta) ... 8.1 / 8.5 eV
Total energy ... -20906.7097 eV
Energy relative to the best compared isomer or geometry (same formula, charge and spin) ... 431.7 kJ/mol
E_LUMO (alpha / beta) ... 0.29 / 0.32 eV

[4]
The following is a DFT calculation (ωB97M-V with the def2-TZVPD basis set) of a molecular structure, C31H36BaN6O6Si2.

Each line ends with the Mulliken charge.
Atoms and positions in Å:
H 2.78219 -2.84500 4.32193  0.347
O -4.96034 -1.36506 0.11425  -0.833
H 4.92906 1.15882 -0.37987  0.212
Ba -0.76519 -0.02512 -1.12557  2.020
H 0.12663 -1.16615 2.35904  -0.337
C 2.06727 2.43488 0.16047  -0.580
H 2.03401 1.82384 3.45760  0.175
C -1.41938 2.62215 2.09858  0.077
N -1.60830 -1.22288 1.27546  0.594
C 2.53381 -1.89272 3.84094  -0.814
C 3.15173 -0.45420 -4.98525  -0.303
H 2.96649 -0.33263 -1.62121  0.505
H -4.68523 -1.91405 2.35440  0.501
H -0.65071 2.47373 4.08616  0.487
O -1.31599 2.27127 -1.91333  -0.679
C -4.86266 -2.06070 -2.58724  -0.587
N -2.97667 -1.39113 -1.14117  -0.210
N -2.02705 3.82665 2.21450  -0.025
Si 2.99795 1.18124 1.22644  0.139
H 5.19585 2.40039 0.85505  0.300
H -2.23781 4.35176 3.04728  0.233
C 3.02951 1.84917 3.00744  -1.031
H -1.70951 1.13530 3.60481  0.214
C -3.53635 -1.63302 -2.41462  0.012
C -1.53787 -1.77250 3.60068  -0.973
C -2.91310 -1.96438 3.60214  -0.439
H -4.93754 -2.62332 -5.92116  0.349
H 4.64675 -0.20599 -3.43942  0.444
C -2.69802 -1.55158 -3.56993  -0.038
Si 2.83458 -1.94179 1.95874  0.048
H 5.46324 0.68877 1.23157  0.269
C 2.29406 -0.46339 1.10226  1.279
H 3.14446 -1.11352 4.30623  0.310
O -3.17531 5.98052 -0.44396  -0.603
C -2.92616 -1.43805 1.26306  0.109
C -2.30842 4.28836 0.95672  -0.260
H 3.68953 1.23954 3.63245  0.279
C 1.94672 -3.48491 1.30836  -1.034
C -2.94462 5.61499 0.77838  0.583
H -5.49149 -2.10365 -1.71487  0.458
H 5.29794 -1.54646 2.23625  0.244
H 2.00051 2.09020 -0.87710  0.207
C 4.82003 1.38549 0.68570  -1.188
O -0.81265 -0.95363 -5.68442  -0.845
H -0.07448 1.23808 2.94471  -0.493
C -3.25022 -1.92479 -4.80678  -0.598
C -0.93756 -1.38336 2.41677  0.180
H 2.57471 3.40412 0.14447  0.388
H 0.90876 -3.53186 1.64604  0.245
H -2.61865 -1.86335 -5.67535  0.465
O -2.36637 4.24532 -2.00200  -0.871
C -3.72491 -1.37531 -0.04023  0.313
H 1.04756 2.59048 0.52052  -0.152
H 3.39698 2.87991 3.04378  0.331
C 2.66383 -0.41217 -2.66180  -0.367
O -3.21255 6.28366 1.76698  -0.710
N -1.29822 2.28516 0.83453  0.253
C 0.92025 -0.70960 -4.13904  0.303
N -1.34328 -1.18143 -3.41247  -0.018
H 3.84874 -0.39987 -5.81371  0.381
C -1.84977 3.31389 0.10724  0.392
C -0.93800 1.82490 3.25750  -0.500
C -4.56147 -2.35167 -4.94036  -0.672
H 1.76297 -0.66485 0.17120  -0.493
H -0.94086 -1.90744 4.49335  0.416
H -2.85635 5.21873 -1.14298  0.465
H -6.40760 -2.73964 -3.90349  0.350
C 3.60015 -0.34483 -3.67590  -1.035
N 1.35813 -0.58650 -2.88264  0.191
H -3.42883 -2.25574 4.51025  0.371
H 4.93931 -3.26760 2.45011  0.345
H 1.48827 -1.66134 4.06289  0.012
C -5.37481 -2.41698 -3.82373  -0.618
H 1.38341 -0.72702 -6.20875  0.462
H 2.44786 -4.40084 1.63658  0.343
H 4.98377 -2.55491 0.82594  0.290
C -0.55959 -0.96504 -4.46494  0.221
C 1.80331 -0.63629 -5.21835  -0.539
C 4.68936 -2.37663 1.86418  -1.215
C -3.61567 -1.78361 2.42603  -0.527
H 1.93647 -3.48197 0.21489  0.253
C -1.84650 3.26917 -1.39319  0.223

Calculated values
Gap between HOMO and LUMO ... 6.1 eV
Total energy ... -70415.4771 eV
Energy relative to the best compared isomer or geometry (same formula, charge and spin) ... 76.6 kJ/mol
E_LUMO ... 4.13 eV
Net charge ... -2

no.,maximum force (eV Å⁻¹)
1,3.38
2,5.15
3,3.71
4,1.18